Entry 1:
Formula: C7H20O6
Source: the Open Molecules 2025 dataset
Level of theory: wB97M-V/def2-TZVPD

Kohn-Sham gap (eV): 8.651
Energy relative to the best compared isomer or geometry (same formula, charge and spin) (kcal per mole): 71.7
Spin multiplicity: 1
LUMO (eV): 0.1
HOMO energy (eV): -8.536
Structure (SMILES): C=C/C=C/CCC=O.O.O.O.O.O

Geometry (Å):
C (1.9120, 1.0095, 2.7415)
C (1.9887, 0.0178, 1.8608)
C (0.9221, -0.3604, 0.8980)
C (1.1755, -0.8908, -0.2992)
C (0.1560, -0.9140, -1.4137)
C (0.8876, -0.8537, -2.7686)
C (1.8234, 0.3324, -2.7978)
O (3.0192, 0.2673, -2.9100)
H (2.3955, 1.0059, 3.7090)
H (1.2086, 1.8163, 2.5854)
H (2.7846, -0.7189, 1.9819)
H (-0.0209, -0.1970, 1.4062)
H (2.0815, -1.4731, -0.4471)
H (-0.4704, -0.0477, -1.3817)
H (-0.5345, -1.7570, -1.3149)
H (0.1697, -0.6332, -3.5640)
H (1.3127, -1.8145, -3.0500)
H (1.2979, 1.3019, -2.8851)
O (-1.9589, -3.4768, 0.7129)
H (-1.1715, -3.8329, 0.2811)
H (-1.7756, -2.5418, 0.8029)
O (-1.1244, 1.7226, 2.4214)
H (-0.8398, 2.1381, 3.2426)
H (-2.0043, 1.3890, 2.6244)
O (0.8126, 2.7896, -0.2379)
H (1.5303, 2.9818, 0.3721)
H (0.1218, 2.4084, 0.3194)
O (-2.7321, -0.4868, 1.6468)
H (-2.6032, -1.2517, 1.0884)
H (-3.4579, -0.0306, 1.2097)
O (-3.6975, 0.4570, -0.8963)
H (-3.4314, 0.9329, -1.6806)
H (-4.6256, 0.5541, -0.6817)

Atomic forces in eV per Å
-0.6 0.2 0.0
0.2 -1.7 0.5
1.3 0.7 0.7
-1.2 -0.5 0.4
0.4 -0.5 -0.1
-0.8 -0.2 0.0
0.2 -0.4 -1.0
0.0 0.0 0.3
0.8 0.2 -0.4
-0.3 -0.2 0.1
0.0 0.0 0.1
-0.7 0.8 -1.2
0.5 0.8 -0.3
-0.4 0.7 0.4
0.2 -0.2 -0.4
-0.2 0.0 0.0
0.6 0.1 0.2
0.0 0.1 0.5
0.0 -0.3 -0.2
-0.1 0.1 0.1
0.5 -0.1 0.0
-0.1 0.4 0.2
0.0 0.0 -0.1
0.0 -0.3 -0.2
-0.2 0.0 0.0
0.1 -0.1 0.0
0.0 0.0 0.1
-0.2 0.1 0.4
-0.3 0.1 -0.1
0.2 0.1 -0.2
0.5 -0.7 0.7
-0.5 0.3 -0.2
-0.2 0.4 -0.7



Entry 2:
Formula: C9H5BF4NO7
Source: the Open Molecules 2025 dataset
Level of theory: wB97M-V/def2-TZVPD

Kohn-Sham gap (eV): 7.766
Total charge: -1
Spin multiplicity: 1
LUMO (eV): 0.1
HOMO energy (eV): -7.712

Geometry (Å):
C (4.7404, -2.0455, 0.6602)
C (3.4851, -1.7931, -0.4133)
O (3.7993, -1.6994, -1.7345)
O (2.0654, -1.7029, 0.0592)
C (1.6782, -0.2733, 0.1075)
O (2.5462, 0.5664, 0.7177)
C (0.2707, 0.3310, -0.5588)
C (-1.0133, -0.1911, 0.3166)
C (-1.4949, -1.5481, 0.6925)
N (-0.8594, -2.8585, 0.2829)
C (-1.8122, -3.4617, -0.5389)
O (-2.8069, -4.2119, -1.0436)
C (-2.8452, -1.3056, 1.6257)
O (-3.5142, -2.3470, 2.1856)
O (-3.1805, 0.1393, 1.8018)
C (-2.1128, 0.8242, 1.0029)
O (-1.9710, 2.1390, 0.7570)
H (5.2154, -0.9949, 0.8764)
H (5.5002, -2.7638, 0.0979)
H (4.3241, -2.5024, 1.6599)
H (0.2142, 0.0938, -1.7104)
H (0.3418, 1.5097, -0.3844)
B (-2.5141, 4.8192, -1.2919)
F (-2.8113, 5.7690, -0.2320)
F (-3.4980, 3.7489, -1.2734)
F (-2.5599, 5.4973, -2.5772)
F (-1.1875, 4.2616, -1.0851)

Atomic forces in eV per Å
-1.3 -0.1 -0.6
2.7 0.4 -6.0
-2.8 -0.6 9.1
1.6 2.9 -1.4
4.6 4.0 2.9
-5.7 -5.5 -4.1
0.1 0.1 1.4
-2.5 -3.5 1.7
0.6 5.2 -0.8
-6.6 -0.9 -3.9
-3.7 -3.3 1.2
8.7 6.3 3.8
-2.2 -5.2 2.3
4.3 7.7 -3.8
3.6 -2.5 -2.5
2.3 6.5 -2.4
-1.7 -9.4 2.5
-1.0 -2.1 -0.5
-1.7 1.7 1.3
0.9 0.9 -2.1
0.0 0.2 2.5
-0.2 -2.7 -0.4
-0.1 0.1 0.1
0.3 -1.0 -1.1
1.0 1.1 -0.1
0.1 -0.7 1.3
-1.2 0.5 -0.3



Entry 3:
Formula: C3H4Cl2N2
Source: the Open Molecules 2025 dataset
Level of theory: wB97M-V/def2-TZVPD

Kohn-Sham gap (eV): 10.331
Energy relative to the best compared isomer or geometry (same formula, charge and spin) (kcal per mole): 38.5
Spin multiplicity: 1
LUMO (eV): 0.8
HOMO energy (eV): -9.526
Structure (SMILES): [H]/N=C(Cl)/C(Cl)=N/C

Geometry (Å):
H (-4.2849, -1.5708, 0.1852)
N (-3.2452, -1.4778, 0.4439)
C (-2.6747, -0.4195, 0.1642)
Cl (-3.1416, 1.1380, -0.1957)
C (-0.8070, -0.5995, 0.0706)
Cl (-0.5061, -2.2544, -0.2831)
N (-0.1693, 0.4462, 0.2171)
C (1.1994, 0.6071, 0.0384)
H (1.7788, -0.2359, -0.1725)
H (1.5587, 1.3319, 0.8735)
H (1.4350, 1.3538, -0.7192)

Atomic forces in eV per Å
1.8 0.7 1.0
-2.4 -0.7 -1.3
4.6 -1.7 0.4
-0.7 1.1 -0.4
-4.7 1.2 0.6
0.8 0.1 0.0
-1.1 -0.8 -0.5
1.5 3.8 1.5
1.0 -1.5 0.2
-0.1 -2.0 -0.6
-0.6 -0.2 -0.9



Entry 4:
Formula: CH3NS2
Source: the Open Molecules 2025 dataset
Level of theory: wB97M-V/def2-TZVPD

Kohn-Sham gap (eV): 8.771
Energy relative to the best compared isomer or geometry (same formula, charge and spin) (kcal per mole): 45.1
Spin multiplicity: 1
LUMO (eV): 0.1
HOMO energy (eV): -8.634

Geometry (Å):
C (0.8440, 0.5156, -0.2586)
N (-0.1743, 0.0663, 0.4387)
S (2.3517, -0.1124, 0.0497)
S (-1.8284, 0.2630, 0.1155)
H (0.5602, 1.1573, -1.0820)
H (0.0577, -0.9215, 1.2526)
H (-1.8108, -0.9685, -0.5159)

Atomic forces in eV per Å
1.7 -1.4 0.0
-0.5 -3.9 4.3
-0.4 0.8 -0.5
0.3 -1.1 -0.8
0.2 0.4 0.0
-0.4 4.4 -3.3
-0.8 0.9 0.2



Entry 5:
Formula: C21H49ClN7O11
Source: the Open Molecules 2025 dataset
Level of theory: wB97M-V/def2-TZVPD

Kohn-Sham gap (eV): 9.272
Total charge: -1
Energy relative to the best compared isomer or geometry (same formula, charge and spin) (kcal per mole): 3.2
Spin multiplicity: 1
LUMO (eV): 2.2
HOMO energy (eV): -7.083

Geometry (Å):
Cl (-0.0482, 0.5771, -0.5670)
O (-0.1547, -0.6365, 0.1799)
O (0.0038, 1.7669, 0.2374)
O (1.1796, 0.5767, -1.3548)
O (-1.1999, 0.7019, -1.4332)
C (-2.8481, 3.5094, -2.7350)
C (-1.5536, 4.2880, -2.7274)
O (-1.3776, 5.2420, -3.4944)
N (-0.6835, 4.0127, -1.7478)
C (0.5733, 4.6628, -1.5595)
H (-2.9914, 2.9158, -1.8336)
H (-2.8443, 2.9138, -3.6498)
H (-3.6812, 4.2079, -2.7998)
H (-0.8484, 3.1634, -1.2261)
H (0.9613, 5.0602, -2.5034)
H (1.2947, 3.9910, -1.1056)
H (0.5577, 5.6096, -1.0038)
C (5.9453, 0.8695, 3.7887)
C (5.6171, 0.2651, 2.4324)
O (5.9200, -0.8863, 2.1464)
N (5.0146, 1.1240, 1.5755)
C (4.6668, 0.8648, 0.1843)
H (6.2754, 1.9018, 3.6906)
H (6.7870, 0.2942, 4.1692)
H (5.0848, 0.7705, 4.4467)
H (4.7623, 2.0385, 1.9033)
H (3.5774, 0.7970, 0.1089)
H (5.1533, -0.0035, -0.2392)
H (4.9044, 1.7326, -0.4358)
C (-2.2084, -2.4438, 3.7897)
C (-2.4036, -0.9842, 4.1453)
O (-2.9302, -0.6379, 5.2013)
N (-1.8324, -0.0781, 3.3452)
C (-1.7958, 1.3502, 3.5989)
H (-2.7237, -3.0610, 4.5190)
H (-1.1676, -2.7539, 3.7216)
H (-2.7158, -2.5634, 2.8278)
H (-1.4330, -0.3852, 2.4697)
H (-2.7922, 1.7665, 3.7315)
H (-1.3789, 1.8079, 2.7029)
H (-1.1350, 1.5401, 4.4456)
C (-3.6565, 1.3610, 0.7287)
C (-4.6237, 2.4388, 1.1477)
O (-4.5698, 2.9447, 2.2536)
N (-5.5402, 2.8188, 0.2169)
C (-6.5722, 3.8100, 0.4911)
H (-2.6258, 1.6805, 0.8653)
H (-3.7893, 1.0085, -0.2978)
H (-3.7520, 0.4243, 1.2824)
H (-5.5163, 2.5350, -0.7460)
H (-6.3198, 4.7748, 0.0572)
H (-6.5744, 3.9307, 1.5785)
H (-7.5634, 3.4108, 0.2829)
C (1.9055, -5.8939, 1.0806)
C (0.7549, -4.9662, 1.4464)
O (0.5296, -4.6819, 2.6163)
N (-0.0249, -4.5269, 0.4415)
C (-1.2657, -3.7994, 0.6276)
H (1.7013, -6.7331, 1.7504)
H (2.8558, -5.4191, 1.2937)
H (1.8628, -6.2821, 0.0652)
H (0.1378, -5.0404, -0.4092)
H (-1.0118, -2.7870, 0.9367)
H (-1.8388, -4.2446, 1.4425)
H (-1.8477, -3.8159, -0.2872)
C (6.1886, -3.5997, 0.0573)
C (4.6777, -3.4484, -0.1206)
O (4.1030, -4.2646, -0.8353)
N (4.1647, -2.3552, 0.4532)
C (2.7293, -2.1187, 0.3803)
H (6.6968, -2.6680, 0.3363)
H (6.6472, -3.8764, -0.8927)
H (6.5700, -4.2795, 0.8214)
H (4.7555, -1.6911, 0.9600)
H (2.5197, -2.0146, -0.6860)
H (2.4121, -1.1654, 0.8018)
H (2.1046, -2.8676, 0.8590)
C (-0.0066, 0.9956, -5.1971)
C (-1.4115, 0.5707, -5.5514)
O (-1.8022, 0.5847, -6.7095)
N (-2.2242, 0.2815, -4.5283)
C (-3.6413, -0.0422, -4.7318)
H (0.0866, 1.3468, -4.1660)
H (0.3173, 1.7489, -5.9066)
H (0.6706, 0.1375, -5.2022)
H (-1.8640, 0.1744, -3.5898)
H (-3.9152, 0.5451, -5.6076)
H (-4.1393, 0.2668, -3.8155)
H (-3.8262, -1.0956, -4.9395)

Atomic forces in eV per Å
1.3 0.7 -1.9
-0.1 -0.1 0.8
-0.3 0.1 1.2
-0.7 -0.5 0.2
-0.3 -0.2 -0.4
0.1 0.0 -0.2
-0.2 2.0 -0.2
-0.1 -0.8 0.1
-0.3 -1.0 0.5
0.8 1.2 -0.7
0.2 -0.3 -0.2
-0.2 -0.3 0.2
0.1 0.2 -0.1
0.1 0.1 0.2
0.0 -0.7 -0.3
-0.1 -0.1 0.0
-0.6 -0.4 0.6
0.3 -0.5 -0.4
0.1 0.7 -0.1
-0.1 0.2 -0.1
0.3 -0.2 -0.3
-0.9 0.6 -0.1
-0.3 0.1 0.1
-0.2 0.0 0.2
0.0 0.1 0.1
0.1 0.0 0.2
0.1 -0.5 -0.2
0.1 -0.1 0.2
0.4 0.0 0.2
-0.8 0.3 -0.5
0.6 0.1 1.9
-0.3 -0.2 -0.3
0.2 0.0 -1.3
0.1 -0.2 -0.2
0.0 0.1 0.1
0.0 0.1 -0.2
0.3 -0.4 -0.1
0.1 -0.1 0.1
0.0 0.0 0.3
0.1 0.1 0.1
-0.2 0.2 0.1
0.1 -0.7 -0.7
0.4 -0.3 0.0
-0.2 0.0 0.1
-0.9 0.5 -0.4
0.5 -0.4 1.4
0.0 0.2 -0.1
0.1 0.5 -0.1
-0.3 0.4 0.6
0.5 -0.5 0.2
-0.4 0.0 -0.3
0.1 0.2 -0.1
0.0 0.3 -0.6
-1.1 -0.2 0.3
-0.1 0.0 0.7
0.1 0.2 -0.1
0.2 -0.8 -0.9
0.5 -0.1 0.7
0.6 -0.1 0.0
0.1 -0.1 0.0
0.2 0.3 -0.1
-0.2 0.4 -0.2
-0.3 0.1 -0.3
-0.1 -0.1 -0.1
0.1 0.1 -0.1
1.1 0.9 0.0
1.8 -0.5 -0.4
-0.7 0.3 0.5
-1.0 0.0 0.7
0.0 0.7 -0.9
-0.4 0.2 0.0
-0.3 -0.3 0.0
-0.7 -0.4 0.0
0.0 -0.8 0.0
-0.6 -0.3 0.1
0.5 0.0 0.2
0.2 -0.3 -0.2
0.2 -0.4 0.7
0.4 0.6 -0.4
-0.1 -0.2 -0.2
-0.8 -0.8 0.9
1.1 0.6 -0.1
-0.2 0.3 -0.1
0.1 0.0 0.0
-0.1 0.0 -0.4
0.2 0.2 -0.1
-0.5 -0.1 0.2
-0.4 0.0 -0.2
0.1 -0.1 0.0



Entry 6:
Formula: C12H16FeN9O2S
Source: the Open Molecules 2025 dataset
Level of theory: wB97M-V/def2-TZVPD

Kohn-Sham gap (alpha / beta) (eV): 5.213 / 6.295
Total charge: +2
Energy relative to the best compared isomer or geometry (same formula, charge and spin) (kcal per mole): 40.6
Spin multiplicity: 2
LUMO (alpha / beta) (eV): -8.7 / -7.6
HOMO energy (alpha / beta) (eV): -13.886 / -13.873

Geometry (Å):
Fe (0.0679, 0.0178, -0.9522)
C (-1.8942, 1.7160, 2.7769)
C (-1.4594, 0.9249, 1.5833)
N (-1.1396, 1.3805, 0.4413)
N (-1.2160, 2.7221, 0.2013)
C (-0.7367, 3.1691, -0.9714)
N (-0.8594, 4.4613, -1.2315)
S (-0.0130, 2.1260, -2.0986)
C (-1.3807, -0.5599, 1.6302)
C (-1.8918, -1.2830, 2.6834)
C (-1.7989, -2.6704, 2.6560)
C (-1.1846, -3.2747, 1.5799)
C (-0.6958, -2.4752, 0.5584)
N (-0.7992, -1.1437, 0.5683)
H (-1.4913, 2.7267, 2.7737)
H (-2.9848, 1.7739, 2.8285)
H (-1.5438, 1.2424, 3.6910)
H (-1.6545, 3.3398, 0.8664)
H (-1.3116, 5.1086, -0.6045)
H (-0.5242, 4.8184, -2.1109)
H (-2.3692, -0.7879, 3.5176)
H (-2.1983, -3.2602, 3.4715)
H (-1.0853, -4.3495, 1.5179)
H (-0.1981, -2.9185, -0.2947)
C (5.0170, 0.3595, 0.1765)
O (3.6620, 0.2766, 0.7062)
C (2.6690, 0.1122, -0.1061)
O (1.5119, -0.0434, 0.3470)
N (2.9304, 0.0355, -1.4398)
N (1.8247, -0.1451, -2.2700)
H (5.6559, 0.4947, 1.0373)
H (5.1040, 1.2216, -0.4832)
H (5.2756, -0.5693, -0.3293)
H (3.8551, 0.0543, -1.8362)
H (1.8520, -1.0689, -2.6957)
H (1.8631, 0.5568, -3.0065)
N (-0.6800, -1.2233, -2.1655)
C (-1.3303, -2.0398, -2.7054)
N (-1.8959, -2.9364, -3.3650)
C (-2.9828, -3.6328, -3.4367)
N (-3.9692, -4.2571, -3.5095)

Atomic forces in eV per Å
-0.6 0.7 -0.5
0.0 0.0 -0.2
-0.2 -0.8 0.4
0.5 -0.2 -0.7
0.4 0.0 -0.6
-0.4 0.4 0.5
0.1 -0.2 -0.1
0.2 -0.9 0.2
0.1 0.4 0.1
-0.1 -0.1 0.1
-0.1 0.0 0.1
0.0 0.0 0.0
0.1 0.1 -0.1
0.1 -0.8 -0.1
0.0 0.0 0.0
0.0 0.0 0.0
0.0 0.0 0.0
-0.1 0.0 0.1
0.0 0.0 0.0
0.0 0.1 -0.1
0.0 0.0 0.0
0.0 0.0 0.0
0.0 0.0 0.0
-0.1 0.1 0.0
-0.1 0.0 0.1
0.0 0.0 0.0
0.6 -0.5 -0.4
0.6 1.0 -0.3
-0.3 0.2 0.8
-0.5 -0.3 0.4
0.0 0.0 0.1
0.0 0.0 0.0
0.0 0.0 0.0
0.1 0.0 0.0
-0.2 -0.1 -0.1
-0.3 -0.1 0.0
0.9 1.8 0.9
-2.3 -2.6 -1.7
2.4 2.1 0.7
-2.7 -1.3 0.2
1.6 0.9 0.1